Molecular formula: C3H4F2O
Method: DFT, wB97M-V/def2-TZVPD

XYZ file:
```
10
Properties=species:S:1:pos:R:3
C 1.49 -0.24 -0.58
C 0.19 -0.66 -0.12
C -0.96 -0.04 0.10
H 1.94 -0.39 1.60
H 1.84 -1.04 -1.20
H 1.62 0.75 -1.19
H 0.09 -1.85 -0.11
O 2.26 0.25 0.51
F -2.12 -0.56 0.17
F -0.98 1.24 -0.12
```

For the HOMO energy, the calculation gives -9.721 eV. The LUMO energy comes out at 0.51 eV. The calculation puts the energy above the lowest of the compared OMol25 structures with the same formula, charge and spin at 3.258 eV. The total charge is 0. Its HOMO-LUMO gap is 10.234 eV.

=====

Molecular formula: C9H12O2
Method: DFT, wB97M-V/def2-TZVPD

XYZ file:
```
23
Properties=species:S:1:pos:R:3
O 0.12 -2.50 -1.97
O -0.98 -2.75 -2.55
H 0.43 -1.51 -1.05
C 0.90 -0.77 -0.22
C 1.29 -1.58 0.99
C 2.11 -0.09 -0.82
C -0.20 0.24 0.09
C -1.44 0.17 -0.54
C -2.48 1.07 -0.27
C -2.27 2.11 0.68
C -1.01 2.19 1.33
C 0.00 1.25 1.03
H 0.41 -2.13 1.35
H 2.04 -2.32 0.68
H 1.70 -0.94 1.78
H 1.83 0.42 -1.75
H 2.57 0.61 -0.11
H 2.84 -0.87 -1.09
H -1.60 -0.62 -1.27
H -3.44 0.96 -0.80
H -3.06 2.85 0.93
H -0.76 2.96 2.08
H 0.99 1.26 1.49
```

For the HOMO energy (alpha / beta), the calculation gives -9.022 / -9.020 eV. The LUMO energy (alpha / beta) comes out at 0.98 / -1.66 eV. As for the spin multiplicity: 3. The calculation puts the energy above the lowest of the compared OMol25 structures with the same formula, charge and spin at 0.231 eV. The total charge is 0. Its HOMO-LUMO gap (alpha / beta) is 10.007 / 7.358 eV.

=====

Molecular formula: C8H10Cl2OPS
Method: DFT, wB97M-V/def2-TZVPD

XYZ file:
```
23
Properties=species:S:1:pos:R:3
C -0.09 1.95 -0.15
C 0.02 -0.31 -1.20
C 0.87 1.52 0.71
C 1.05 -0.71 -0.35
C -0.51 1.01 -1.17
C 1.55 0.27 0.49
C 3.24 -1.26 1.26
C -1.53 1.35 -2.06
O 2.53 0.02 1.30
P -2.58 -0.61 0.11
S -3.61 -1.90 1.54
Cl -4.06 0.10 -1.00
Cl -2.21 0.85 1.46
H -0.63 2.96 -0.10
H -0.02 -0.93 -2.14
H 1.38 2.05 1.44
H 1.46 -1.73 -0.34
H 4.13 -0.96 1.86
H 3.58 -1.53 0.26
H 2.71 -2.00 1.79
H -2.13 2.23 -1.88
H -1.93 0.72 -2.87
H -3.22 -3.08 1.04
```

For the HOMO energy, the calculation gives -12.381 eV. The LUMO energy comes out at -5.72 eV. The total charge is +1. Its HOMO-LUMO gap is 6.657 eV.

=====

Molecular formula: C38H36AlBrF4N3OP
Method: DFT, wB97M-V/def2-TZVPD

XYZ file:
```
85
Properties=species:S:1:pos:R:3
Al -0.29 -1.26 -0.36
F -3.65 6.65 0.79
C -3.48 5.33 0.95
C -4.22 4.63 1.90
F -5.11 5.28 2.67
C -4.06 3.25 2.02
F -4.90 2.62 2.87
C -3.14 2.53 1.27
P -2.15 0.63 1.52
C -2.97 0.40 3.14
C -2.83 1.42 4.07
C -3.38 1.31 5.34
C -4.03 0.14 5.71
C -4.15 -0.89 4.80
C -3.64 -0.77 3.52
C -3.43 -0.01 0.36
C -4.78 0.12 0.70
C -5.77 -0.32 -0.16
C -5.45 -0.86 -1.39
C -4.12 -0.99 -1.74
C -3.12 -0.57 -0.88
C -2.43 3.27 0.34
Br -1.19 2.37 -0.80
C -2.59 4.63 0.15
F -1.90 5.27 -0.81
H -2.30 2.33 3.79
H -3.31 2.15 6.04
H -4.45 0.04 6.71
H -4.65 -1.82 5.09
H -3.78 -1.58 2.79
H -5.05 0.58 1.65
H -6.82 -0.24 0.16
H -6.24 -1.18 -2.08
H -3.85 -1.42 -2.71
H -2.03 -0.65 -1.19
N 4.89 1.02 -4.48
C 6.21 1.39 -4.64
C 7.04 1.43 -5.73
C 8.34 1.86 -5.51
C 8.78 2.22 -4.23
C 7.94 2.18 -3.14
C 6.63 1.76 -3.34
N 5.60 1.62 -2.45
C 4.57 1.17 -3.15
C 3.30 0.85 -2.57
C 2.27 0.21 -3.28
C 1.14 -0.20 -2.61
N 0.96 -0.02 -1.28
C 1.89 0.70 -0.62
C 3.05 1.13 -1.22
H 4.25 0.71 -5.24
H 6.69 1.16 -6.74
H 9.04 1.90 -6.34
H 9.82 2.55 -4.11
H 8.28 2.48 -2.14
H 2.33 0.00 -4.36
H 0.35 -0.73 -3.14
H 1.67 0.93 0.42
H 3.80 1.68 -0.64
C 0.91 -4.82 -0.59
C 0.51 -3.87 -1.71
C 1.70 -3.57 -2.62
O 0.03 -2.67 -1.17
H 1.23 -5.79 -1.01
H 0.05 -4.99 0.08
H 1.75 -4.40 0.00
H -0.31 -4.32 -2.29
H 2.47 -3.03 -2.05
H 1.39 -2.94 -3.48
H 2.12 -4.50 -3.03
C 1.19 -1.77 2.09
C -0.23 -1.53 2.60
C -0.75 -2.87 3.16
C -0.16 -0.50 3.72
C -1.15 -1.10 1.44
H 1.81 -2.29 2.85
H 1.69 -0.82 1.83
H 1.17 -2.42 1.19
H -0.14 -3.21 4.02
H -0.70 -3.65 2.37
H -1.80 -2.77 3.49
H 0.69 -0.73 4.40
H -1.07 -0.51 4.34
H -0.02 0.52 3.32
H -1.97 -1.84 1.34
```

For the HOMO energy, the calculation gives -5.605 eV. The LUMO energy comes out at -1.79 eV. The calculation puts the energy above the lowest of the compared OMol25 structures with the same formula, charge and spin at 2.899 eV. The total charge is 0. Its HOMO-LUMO gap is 3.819 eV.